a) {"formula": "C4H7F", "method": "ωB97M-V/def2-TZVPD", "spin_multiplicity": 1, "charge": 0, "homo_ev": -10.23, "smiles": "C=C[C@@H](C)F", "symbols": ["C", "C", "C", "C", "H", "H", "H", "H", "H", "H", "H", "F"], "positions_angstrom": [[1.593, -0.470, -0.176], [0.497, 0.414, 0.327], [-0.836, -0.087, -0.031], [-2.076, 0.229, -0.095], [1.537, -1.419, 0.339], [1.413, -0.609, -1.297], [2.630, 0.078, -0.080], [0.766, 0.559, 1.396], [-0.783, -1.173, 0.062], [-2.938, -0.473, -0.080], [-2.428, 1.308, -0.207], [0.625, 1.644, -0.160]], "nbo_charge": [-0.627, 0.164, -0.241, -0.337, 0.218, 0.211, 0.226, 0.172, 0.180, 0.206, 0.186, -0.358]}

---

b) {"formula": "C4H7F", "method": "ωB97M-V/def2-TZVPD", "spin_multiplicity": 1, "charge": 0, "homo_ev": -9.29, "smiles": "C/C=C(\\C)F", "symbols": ["C", "C", "C", "C", "H", "H", "H", "H", "H", "H", "H", "F"], "positions_angstrom": [[1.793, -0.223, 0.137], [0.310, -0.762, -0.146], [-0.979, -0.440, -0.003], [-1.533, 1.034, 0.047], [2.404, -0.668, -0.732], [2.146, -0.530, 1.268], [1.728, 0.977, -0.119], [0.743, -1.905, -0.331], [-2.099, 1.345, 0.883], [-0.493, 1.557, -0.298], [-2.111, 1.063, -0.808], [-1.910, -1.449, 0.100]], "nbo_charge": [-0.645, -0.299, 0.389, -0.658, 0.225, 0.248, 0.204, 0.207, 0.230, 0.225, 0.219, -0.344]}

---

a) comes first in stability; the runner-up is 28.6 kcal/mol higher.

---

a) {"formula": "C5H16NO", "method": "ωB97M-V/def2-TZVPD", "spin_multiplicity": 1, "charge": 1, "homo_ev": -14.70, "symbols": ["C", "C", "C", "C", "C", "N", "H", "H", "H", "H", "H", "H", "H", "H", "H", "H", "H", "H", "H", "H", "H", "H", "O"], "positions_angstrom": [[0.736, 0.160, -1.474], [0.863, 1.272, -0.470], [0.234, 0.705, 0.869], [0.949, -0.568, 1.399], [0.378, 1.877, 1.890], [-0.786, -0.195, -1.609], [1.310, -0.709, -1.201], [1.049, 0.623, -2.516], [0.364, 2.193, -0.891], [1.885, 1.555, -0.234], [-0.838, 0.398, 0.725], [1.366, -1.160, 0.570], [0.124, -1.276, 1.782], [1.640, -0.439, 2.235], [-0.106, 2.823, 1.800], [-0.184, 1.626, 2.631], [1.403, 2.128, 2.378], [-0.713, -1.128, -2.138], [-1.230, -0.406, -0.658], [-1.204, 0.545, -2.185], [-1.310, -3.293, -0.190], [-2.491, -2.162, -0.110], [-1.816, -2.577, -0.503]], "nbo_charge": [-0.216, -0.438, -0.201, -0.627, -0.629, -0.728, 0.230, 0.237, 0.224, 0.256, 0.161, 0.195, 0.218, 0.250, 0.233, 0.213, 0.229, 0.469, 0.463, 0.446, 0.517, 0.491, -0.994]}

---

b) {"formula": "C5H16NO", "method": "ωB97M-V/def2-TZVPD", "spin_multiplicity": 1, "charge": 1, "homo_ev": -14.94, "symbols": ["C", "C", "C", "C", "C", "N", "H", "H", "H", "H", "H", "H", "H", "H", "H", "H", "H", "H", "H", "H", "H", "H", "O"], "positions_angstrom": [[-0.739, 0.625, 0.287], [0.346, -0.005, -0.551], [0.866, 1.102, -1.492], [-0.101, -1.221, -1.372], [1.098, -2.112, -1.735], [-1.114, -0.179, 1.533], [-0.360, 1.531, 0.725], [-1.642, 0.794, -0.251], [1.183, -0.269, 0.064], [1.013, 0.774, -2.519], [1.758, 1.644, -1.223], [0.097, 1.879, -1.636], [-0.596, -0.926, -2.281], [-0.739, -1.844, -0.737], [1.522, -2.572, -0.850], [1.839, -1.604, -2.351], [0.730, -2.948, -2.340], [-1.426, -1.147, 1.458], [-1.934, 0.319, 1.885], [-0.530, 0.021, 2.349], [0.338, 1.999, 3.635], [-1.029, 2.445, 3.914], [-0.578, 1.694, 3.486]], "nbo_charge": [-0.191, -0.259, -0.617, -0.388, -0.608, -0.689, 0.231, 0.224, 0.214, 0.233, 0.233, 0.209, 0.221, 0.178, 0.207, 0.219, 0.227, 0.440, 0.439, 0.466, 0.494, 0.504, -0.987]}

---

c) {"formula": "C5H16NO", "method": "ωB97M-V/def2-TZVPD", "spin_multiplicity": 1, "charge": 1, "homo_ev": -14.25, "symbols": ["C", "C", "C", "C", "C", "N", "H", "H", "H", "H", "H", "H", "H", "H", "H", "H", "H", "H", "H", "H", "H", "H", "O"], "positions_angstrom": [[-0.565, 1.743, -1.727], [0.304, 1.289, -0.566], [0.258, -0.230, -0.326], [1.213, -0.584, 0.885], [2.545, -1.137, 0.429], [-0.154, 1.994, 0.680], [-0.785, 2.806, -1.623], [-0.209, 1.416, -2.711], [-1.577, 1.324, -1.771], [1.383, 1.475, -0.647], [0.585, -0.716, -1.221], [-0.762, -0.459, -0.068], [0.617, -1.259, 1.554], [1.348, 0.162, 1.698], [3.158, -1.436, 1.252], [3.125, -0.494, -0.245], [2.461, -2.019, -0.276], [0.042, 3.009, 0.575], [-1.117, 1.884, 0.996], [0.385, 1.651, 1.483], [-3.749, -2.960, -0.100], [-2.612, -3.459, 0.788], [-2.974, -2.650, 0.403]], "nbo_charge": [-0.652, -0.042, -0.408, -0.424, -0.626, -0.682, 0.217, 0.265, 0.240, 0.229, 0.245, 0.225, 0.235, 0.173, 0.234, 0.212, 0.225, 0.445, 0.443, 0.445, 0.480, 0.476, -0.954]}

---

b) comes first in stability; the runner-up is 10.8 kcal/mol higher.

---

a) {"formula": "C8H14N", "method": "ωB97M-V/def2-TZVPD", "spin_multiplicity": 1, "charge": 1, "homo_ev": -15.16, "smiles": "CC1=[N+]2[C@@H](C(C)C)[C@@]12C", "symbols": ["C", "C", "C", "C", "C", "C", "C", "C", "N", "H", "H", "H", "H", "H", "H", "H", "H", "H", "H", "H", "H", "H", "H"], "positions_angstrom": [[-1.673, 0.563, 0.327], [0.176, 0.122, -0.703], [-1.016, -0.611, -0.114], [-2.706, 1.124, 1.175], [-1.640, -1.810, -0.590], [1.957, -0.800, 0.686], [2.488, 1.123, -0.880], [1.476, 0.501, 0.031], [-1.055, 0.978, -0.740], [0.608, -0.230, -1.759], [-2.150, 1.719, 2.066], [-3.353, 0.438, 1.650], [-3.188, 1.871, 0.597], [-0.873, -2.579, -0.911], [-2.508, -1.698, -1.358], [-2.171, -2.336, 0.294], [2.592, -1.543, 0.093], [1.187, -1.453, 0.995], [2.523, -0.602, 1.565], [3.134, 0.387, -1.354], [3.021, 1.916, -0.246], [2.013, 1.745, -1.625], [1.158, 1.174, 0.802]], "nbo_charge": [0.351, -0.034, 0.206, -0.691, -0.724, -0.618, -0.623, -0.236, -0.184, 0.250, 0.302, 0.272, 0.278, 0.274, 0.298, 0.285, 0.231, 0.204, 0.242, 0.234, 0.247, 0.225, 0.212]}

---

b) {"formula": "C8H14N", "method": "ωB97M-V/def2-TZVPD", "spin_multiplicity": 1, "charge": 1, "homo_ev": -13.51, "smiles": "CCC#C[C@]1(C)[NH2+][C@H]1C", "symbols": ["C", "C", "C", "C", "C", "C", "C", "C", "N", "H", "H", "H", "H", "H", "H", "H", "H", "H", "H", "H", "H", "H", "H"], "positions_angstrom": [[-0.437, -0.706, -0.080], [-1.604, -0.419, -0.314], [1.593, 0.760, -0.223], [0.914, -0.547, 0.225], [2.983, 0.825, -0.755], [1.670, -1.814, 0.068], [-3.722, 0.937, 0.281], [-3.027, -0.300, -0.433], [1.279, 0.538, 1.234], [0.969, 1.494, -0.648], [3.630, 0.130, -0.104], [3.376, 1.859, -0.909], [2.878, 0.258, -1.717], [1.565, -2.025, -0.945], [1.120, -2.511, 0.536], [2.706, -1.962, 0.426], [-3.165, 1.047, 1.148], [-4.681, 0.784, 0.554], [-3.659, 1.776, -0.439], [-3.279, -0.253, -1.565], [-3.477, -1.222, -0.005], [1.866, 0.378, 2.082], [0.501, 0.974, 1.580]], "nbo_charge": [-0.162, 0.183, 0.008, 0.094, -0.647, -0.621, -0.562, -0.515, -0.538, 0.240, 0.232, 0.265, 0.257, 0.250, 0.238, 0.241, 0.200, 0.225, 0.217, 0.256, 0.259, 0.451, 0.427]}

---

b) comes first in stability; the runner-up is 6.7 kcal/mol higher.

---

a) {"formula": "C4H5NO2S", "method": "ωB97M-V/def2-TZVPD", "spin_multiplicity": 1, "charge": 0, "homo_ev": [-9.93, -9.89], "symbols": ["C", "C", "C", "C", "N", "O", "O", "S", "H", "H", "H", "H", "H"], "positions_angstrom": [[-0.686, -0.092, 2.364], [-0.867, 0.018, 1.091], [1.310, 0.009, -2.381], [-0.072, 1.160, 1.757], [0.401, 0.811, -2.378], [-2.381, -1.069, -0.794], [-0.008, -1.834, -0.604], [-1.014, -0.691, -0.646], [-0.632, -0.696, 3.239], [2.288, 0.155, -2.997], [1.287, -1.110, -2.067], [-0.639, 1.988, 1.918], [1.013, 1.351, 1.497]], "nbo_charge": [-0.141, -0.233, -0.219, -0.407, -0.231, -0.840, -0.855, 1.823, 0.233, 0.223, 0.269, 0.182, 0.196]}

---

b) {"formula": "C4H5NO2S", "method": "ωB97M-V/def2-TZVPD", "spin_multiplicity": 1, "charge": 0, "homo_ev": -9.16, "symbols": ["C", "C", "C", "C", "N", "O", "O", "S", "H", "H", "H", "H", "H"], "positions_angstrom": [[-1.889, 0.229, 0.701], [-0.860, 0.635, 0.033], [2.651, -0.612, 0.386], [-2.162, 0.804, -0.667], [1.441, -0.404, 0.653], [1.074, 2.168, 0.677], [3.256, 0.054, -0.642], [0.803, 1.053, -0.245], [-2.238, -0.194, 1.533], [3.182, -1.281, 0.890], [4.109, -0.300, -0.727], [-2.281, 0.029, -1.363], [-2.762, 1.674, -0.719]], "nbo_charge": [-0.083, -0.296, 0.404, -0.414, -0.635, -0.925, -0.671, 1.396, 0.214, 0.155, 0.483, 0.178, 0.195]}

---

c) {"formula": "C4H5NO2S", "method": "ωB97M-V/def2-TZVPD", "spin_multiplicity": 1, "charge": 0, "homo_ev": -8.92, "smiles": "N/C(=C\\C=O)SC=O", "symbols": ["C", "C", "C", "C", "H", "H", "H", "H", "H", "N", "O", "O", "S"], "positions_angstrom": [[-0.034, 0.562, -0.323], [1.860, 0.546, 1.722], [0.108, -0.784, -0.619], [-0.990, -1.539, -1.179], [-2.051, 0.774, -0.689], [-1.290, 2.091, 0.092], [2.745, 1.071, 2.188], [0.991, -1.278, -0.503], [-0.780, -2.610, -1.361], [-1.181, 1.279, -0.471], [1.448, -0.519, 2.097], [-2.129, -1.105, -1.293], [1.304, 1.511, 0.340]], "nbo_charge": [0.131, 0.248, -0.436, 0.386, 0.444, 0.391, 0.148, 0.222, 0.121, -0.779, -0.507, -0.599, 0.230]}

---

d) {"formula": "C4H5NO2S", "method": "ωB97M-V/def2-TZVPD", "spin_multiplicity": 1, "charge": 0, "homo_ev": -8.37, "smiles": "O/N=C1/COC=CS1", "symbols": ["C", "C", "C", "C", "H", "H", "H", "H", "H", "N", "O", "O", "S"], "positions_angstrom": [[-0.509, 0.090, -0.740], [-1.142, 0.039, 0.640], [1.012, -0.201, 1.623], [1.528, -0.875, 0.604], [-0.769, 1.570, -3.316], [-1.389, -0.994, 0.884], [-2.019, 0.696, 0.710], [1.525, -0.156, 2.613], [2.452, -1.418, 0.822], [-0.982, 0.899, -1.607], [-0.343, 0.818, -2.798], [-0.216, 0.504, 1.607], [0.851, -0.972, -1.041]], "nbo_charge": [-0.008, -0.104, 0.103, -0.469, 0.486, 0.188, 0.222, 0.208, 0.245, -0.125, -0.546, -0.501, 0.301]}

---

c) comes first in stability; the runner-up is 42.3 kcal/mol higher.

---

a) {"formula": "C4H5NO2S", "method": "ωB97M-V/def2-TZVPD", "spin_multiplicity": 1, "charge": 0, "homo_ev": -8.61, "smiles": "O[C@@H]1C[C@]12ON=CS2", "symbols": ["C", "C", "C", "C", "H", "H", "H", "H", "H", "N", "O", "O", "S"], "positions_angstrom": [[-0.305, 1.460, 0.791], [-0.915, 0.322, 1.640], [-0.270, -0.018, 0.374], [0.462, -0.942, -1.639], [1.610, 1.409, 1.111], [-0.939, 1.980, 0.068], [-0.376, 0.220, 2.655], [-1.975, 0.136, 1.705], [0.725, -0.992, -2.753], [1.418, -1.039, -0.748], [0.876, 2.114, 1.109], [0.959, -0.703, 0.468], [-1.093, -0.732, -1.073]], "nbo_charge": [0.073, -0.474, 0.055, -0.235, 0.487, 0.194, 0.255, 0.235, 0.247, -0.092, -0.686, -0.358, 0.300]}

---

b) {"formula": "C4H5NO2S", "method": "ωB97M-V/def2-TZVPD", "spin_multiplicity": 1, "charge": 0, "homo_ev": [-9.88, -9.87], "symbols": ["C", "C", "C", "C", "N", "O", "O", "S", "H", "H", "H", "H", "H"], "positions_angstrom": [[2.165, 0.434, 1.429], [1.848, -1.311, -2.093], [0.052, 0.915, 0.337], [0.771, 0.691, 1.443], [3.312, 0.410, 1.444], [-3.236, -0.695, 0.375], [-4.528, -0.203, -1.673], [-4.474, -0.762, -0.368], [1.720, -1.779, -1.086], [2.560, -0.462, -1.877], [0.685, 0.723, -0.544], [-1.024, 1.186, 0.276], [0.148, 0.852, 2.336]], "nbo_charge": [0.245, -0.159, -0.284, -0.343, -0.289, -0.835, -0.817, 1.652, 0.077, 0.081, 0.192, 0.234, 0.245]}

---

a) comes first in stability; the runner-up is 64.9 kcal/mol higher.